{"formula": "C6H12O", "method": "ωB97M-V with the def2-TZVPD basis set", "smiles": "CCC(=CO)CC", "de_lowest_ev": 0.922, "total_charge": 0, "homo_ev": -8.3848, "energy_ev": -8463.4317, "gap_ha": 0.3422, "elements": ["O", "C", "C", "C", "C", "C", "C", "H", "H", "H", "H", "H", "H", "H", "H", "H", "H", "H", "H"], "coordinates": [[0.195325, 2.296965, 0.768544], [-0.523482, 1.236202, 0.286759], [1.346327, -0.447792, -0.159283], [-0.094928, 0.020520, -0.066644], [2.482805, 0.542531, 0.112175], [-2.553416, -0.792834, -0.131316], [-1.084863, -1.067863, -0.444242], [3.439757, 0.096701, -0.179744], [-2.695149, -0.614961, 0.940992], [-2.935678, 0.078687, -0.673270], [-0.787541, -1.980235, 0.095666], [-0.971575, -1.317337, -1.510475], [-3.171598, -1.649988, -0.415963], [2.362705, 1.466728, -0.461236], [-1.572550, 1.513969, 0.203565], [1.484851, -0.829098, -1.182173], [1.480998, -1.329145, 0.485443], [1.020839, 1.980372, 1.154316], [2.577176, 0.796586, 1.176887]], "forces_ev_per_angstrom": [[0.170, -0.010, 0.135], [-0.209, -0.302, -0.073], [0.042, -0.057, -0.015], [0.044, 0.137, 0.077], [0.048, 0.039, -0.011], [-0.049, 0.036, -0.016], [0.014, -0.008, -0.003], [-0.152, 0.058, 0.065], [0.007, -0.001, -0.177], [0.050, -0.130, 0.057], [-0.012, 0.139, -0.091], [0.002, 0.076, 0.148], [0.096, 0.101, 0.033], [0.033, -0.137, 0.057], [0.211, -0.145, 0.092], [-0.077, 0.022, 0.127], [-0.069, 0.132, -0.061], [-0.114, 0.094, -0.207], [-0.034, -0.043, -0.137]]}



{"formula": "C12H33CrN3O7P", "method": "ωB97M-V with the def2-TZVPD basis set", "de_lowest_ev": 0.613, "total_charge": -1, "spin_multiplicity": 5, "homo_ev": [-1.7139, -3.2161], "energy_ev": -69496.0974, "gap_ha": [0.1464, 0.2014], "elements": ["Cr", "P", "O", "O", "O", "O", "O", "O", "O", "N", "N", "N", "C", "C", "C", "C", "C", "C", "C", "C", "C", "C", "C", "C", "H", "H", "H", "H", "H", "H", "H", "H", "H", "H", "H", "H", "H", "H", "H", "H", "H", "H", "H", "H", "H", "H", "H", "H", "H", "H", "H", "H", "H", "H", "H", "H", "H"], "coordinates": [[0.688935, -0.467769, -1.058103], [2.296932, -0.975237, -2.735415], [-1.135878, 3.385599, -3.609159], [2.220871, 0.462805, -2.092614], [2.129302, -1.832934, -1.381939], [0.806470, -1.106005, -3.185246], [-2.755468, -2.676104, 1.519857], [3.397177, -1.314709, -3.701373], [2.814352, 1.644980, 4.193230], [1.834805, 0.211660, 0.848556], [-1.267160, 0.529318, -1.307240], [-0.384622, -1.921454, 0.183902], [-1.498235, 1.921250, -1.794569], [-0.805465, -3.609645, -1.540332], [2.944683, 1.192395, 2.858452], [2.243844, 2.930660, 4.329057], [-0.955134, 2.855709, -0.711285], [-2.191550, -3.567079, 0.580268], [-2.815326, -3.213567, 2.830955], [1.613004, 0.785054, 2.211726], [-1.443778, -2.741714, -0.477518], [0.893097, -0.248019, 3.065351], [-0.595235, 3.641425, -4.880027], [-0.829485, 2.082936, -3.136893], [-1.882930, 0.442339, -0.495476], [-2.178258, -2.068742, -0.934647], [-0.167375, -0.351713, 2.817043], [1.341829, -1.225806, 2.880514], [3.427899, 1.946246, 2.221325], [-1.674756, 2.927862, 0.106829], [0.887397, 0.040522, 4.118500], [-1.084790, 1.295668, -3.856890], [-0.165118, -3.054449, -2.235874], [-1.069771, 2.992296, -5.631952], [1.325659, 3.003796, 3.730206], [-0.838143, 4.674273, -5.122766], [0.478932, 3.440288, -4.947444], [0.260348, 1.986352, -3.010533], [1.946214, 3.091112, 5.359799], [-1.410691, -4.208405, 1.023705], [-0.100304, -4.298328, -1.056838], [-2.584204, 2.024966, -1.919517], [3.610541, 0.329714, 2.930595], [-0.823287, -1.654819, 1.068127], [2.446924, 0.909382, 0.411636], [-1.562972, -4.148373, -2.111816], [1.008902, 1.685849, 2.071121], [-3.303444, -2.485104, 3.474386], [-3.470717, -4.095126, 2.805456], [2.925404, 3.679814, 3.913517], [-1.831189, -3.502392, 3.204890], [-2.944917, -4.263356, 0.195381], [2.457612, -0.592191, 0.968476], [-0.012131, 2.451790, -0.342281], [-1.709329, -0.126166, -1.959972], [0.271928, -2.667562, 0.438351], [-0.781398, 3.850707, -1.123492]], "forces_ev_per_angstrom": [[-0.225, -0.497, -0.053], [-0.637, -0.578, -0.401], [-0.183, 0.002, 0.043], [0.687, 1.096, 0.217], [0.850, -0.130, 0.700], [-0.754, -0.297, -1.514], [0.239, 0.121, 0.487], [-0.498, 0.254, 0.818], [-0.016, 0.122, 0.486], [1.088, 1.283, 1.744], [-0.922, -0.003, 0.006], [-1.090, -1.417, 0.426], [-0.038, -0.687, 0.264], [0.382, -0.178, -0.052], [-0.177, -0.060, 0.005], [-0.412, -0.372, -1.124], [-0.294, 0.073, -0.524], [0.894, -0.120, -0.255], [-0.769, -0.309, -0.603], [-0.063, -0.603, -0.376], [-0.470, 0.215, -0.408], [-0.607, 0.271, 0.026], [-0.348, -0.394, -0.330], [1.118, 0.235, 0.053], [0.402, -0.056, 0.166], [0.092, 0.081, 0.006], [0.062, 0.133, -0.337], [0.158, -0.025, 0.395], [0.058, 0.047, 0.093], [0.100, 0.034, 0.107], [0.387, -0.267, 0.009], [-0.357, 0.046, 0.066], [-0.212, 0.436, 0.043], [0.001, 0.062, 0.014], [-0.017, 0.038, 0.100], [0.209, 0.052, -0.025], [0.045, 0.200, 0.242], [-0.020, -0.146, 0.066], [0.420, 0.098, 0.159], [-0.148, 0.094, 0.354], [-0.261, -0.236, -0.047], [0.096, 0.443, -0.033], [-0.047, -0.055, -0.165], [0.303, 0.363, -0.076], [-0.258, -0.454, -0.776], [0.049, -0.165, 0.094], [-0.126, -0.086, 0.072], [0.236, 0.152, 0.029], [0.183, -0.112, 0.216], [0.063, 0.221, 0.429], [0.064, 0.099, 0.050], [-0.107, 0.253, -0.288], [-0.178, -0.100, -0.388], [0.067, 0.008, -0.009], [0.472, 0.173, -0.214], [0.569, 0.668, -0.068], [-0.059, -0.030, 0.076]]}



{"formula": "C2H9N4", "method": "ωB97M-V with the def2-TZVPD basis set", "smiles": "C[N+](N)=C(N)N", "de_lowest_ev": 1.785, "total_charge": 1, "homo_ev": -14.0603, "energy_ev": -8173.0416, "gap_ha": 0.3999, "elements": ["N", "N", "N", "N", "C", "C", "H", "H", "H", "H", "H", "H", "H", "H", "H"], "coordinates": [[1.448495, 0.075433, 1.241771], [-0.880384, 0.348960, -1.509326], [-0.350618, -0.121272, -0.249531], [1.692007, 0.897595, -0.916777], [-1.299786, -0.687575, 0.717823], [0.993743, 0.406023, 0.079256], [-1.914308, 0.111780, 1.239416], [-1.411521, -0.486935, -1.808878], [1.259809, 0.795351, -1.873959], [-2.046910, -1.402283, 0.250633], [-0.569642, -1.117741, 1.394256], [2.374038, 0.412637, 1.378526], [0.802991, 0.043252, 1.958460], [-1.612072, 1.077039, -1.274080], [2.563550, 1.521086, -0.804243]], "forces_ev_per_angstrom": [[1.867, 0.787, -0.353], [-1.059, -0.205, 1.380], [2.289, 2.185, -0.833], [1.349, 1.510, -1.332], [0.056, 1.080, 0.219], [-5.243, -2.655, -3.199], [0.742, -0.772, -0.519], [0.371, 0.781, -0.407], [0.517, 0.441, 1.499], [1.429, 0.588, 0.453], [-0.994, -0.955, 0.659], [0.723, -0.091, 0.985], [-0.989, -0.137, 2.080], [0.988, -0.889, -0.489], [-2.045, -1.670, -0.144]]}



{"formula": "C3H4N2O", "method": "ωB97M-V with the def2-TZVPD basis set", "smiles": "[H]/N=C/OCC#N", "de_lowest_ev": 2.186, "total_charge": 0, "homo_ev": -9.8224, "energy_ev": -8201.6997, "gap_ha": 0.3900, "elements": ["O", "N", "N", "C", "C", "C", "H", "H", "H", "H"], "coordinates": [[0.389958, 0.423327, 1.195478], [0.950605, -0.438752, -0.771186], [-1.852719, -0.956159, -1.150848], [-0.780941, 0.827098, 0.370345], [-1.161889, -0.250627, -0.546596], [1.210987, -0.357862, 0.457703], [1.463977, -1.083440, -1.342472], [2.014294, -0.894828, 0.975805], [-1.620485, 0.998638, 1.049098], [-0.613784, 1.732601, -0.237325]], "forces_ev_per_angstrom": [[-0.805, 0.186, -0.740], [0.837, 0.175, -0.051], [0.395, 0.231, 0.247], [0.559, -0.089, 0.570], [-1.834, -0.284, -0.264], [-0.032, -0.008, -0.719], [0.474, -0.296, 0.042], [-0.419, 0.432, 0.326], [0.413, 0.011, 0.129], [0.413, -0.358, 0.460]]}